A structure of composition C13H25Br12ClNO6P2 in a non-equilibrium geometry, computed with ωB97M-V/def2-TZVPD.

Its total charge is +1. As for the energy above the lowest of the compared OMol25 structures with the same formula, charge and spin: 615.0 kJ/mol. The LUMO energy is -3.220 eV. The value obtained for the max |F| is 7.6 eV/A. Its highest occupied orbital energy is -11.2 eV.

Geometry (Å):
C -3.69059 -0.35053 2.59955
C -3.05118 0.34726 1.26091
N -1.63062 0.89653 1.46707
C -1.68981 2.36066 1.09076
C -0.14764 2.95160 1.35766
P -0.05007 4.85911 1.32893
O -1.33102 5.48139 0.59487
O 1.47264 5.41217 0.64361
O -0.07510 5.37490 3.02877
O 0.68827 2.36031 0.30256
C 0.82703 0.90306 0.44083
C 1.32436 0.35887 -1.06101
C 1.43678 -1.27394 -1.15583
C 0.27151 -1.99921 -2.05379
O 2.73140 -1.55733 -1.85882
P 2.19210 0.53784 1.78179
O 3.53644 -0.32830 1.09286
Cl 3.07588 2.39921 2.44983
C -0.55971 0.09355 0.76558
H -4.84589 -0.53200 2.35961
H -3.25728 -1.41701 2.85481
H -3.65260 0.41145 3.48846
H -3.12942 -0.42977 0.38943
H -3.75164 1.25983 0.94743
H -1.42396 0.86709 2.50997
H -2.06786 2.57905 0.00402
H -2.41129 2.90297 1.83534
H 0.21578 2.55516 2.41897
H 1.88665 6.06981 1.28426
H 0.11626 4.53292 3.57570
H 2.26930 0.94346 -1.45128
H 0.43655 0.67141 -1.79562
H 1.55521 -1.70406 -0.06977
H 0.05875 -3.06545 -1.56155
H 0.67117 -2.25197 -3.14916
H -0.75342 -1.43219 -2.08579
H 2.99965 -2.51372 -1.72323
H 3.96996 0.30349 0.43041
H -1.03111 -0.36881 -0.20183
H -0.26260 -0.78840 1.51323
C 3.66328 -3.10201 3.36338
Br 3.10623 -1.27080 3.01636
Br 2.16966 -4.34433 3.26293
Br 5.13323 -3.64250 2.20957
H 4.03640 -3.13316 4.39237
C -0.35351 3.38848 -3.19795
Br -0.91056 5.21969 -3.54497
Br -1.84712 2.14617 -3.29840
Br 1.11644 2.84799 -4.35176
H 0.01961 3.35734 -2.16896
C -4.21021 -2.86747 -1.51436
Br -3.41306 -3.12896 0.24069
Br -6.12464 -3.21246 -1.49852
Br -3.79708 -1.11165 -2.24277
H -3.75777 -3.60607 -2.18429
C 2.49959 -5.07428 -3.70109
Br 3.29674 -5.33577 -1.94603
Br 0.58516 -5.41927 -3.68524
Br 2.91271 -3.31846 -4.42950
H 2.95202 -5.81288 -4.37101